# C22H51BN4O2RuSi2

A molecular structure, C22H51BN4O2RuSi2 at a distorted geometry (ωB97M-V/def2-TZVPD, the Open Molecules 2025 dataset).

Values from the calculation:
- <S²>: 8.763
- LUMO energy (spin up / spin down): -2.0 / -3.2 eV
- Total charge: +1
- HOMO energy (spin up / spin down): -6.560 / -10.972 eV
- HOMO-LUMO gap (spin up / spin down): 4.5 / 7.8 eV
- Energy above the lowest of the compared OMol25 structures with the same formula, charge and spin: 0.0 kcal per mole
- Electronic energy: -1936.6644 Ha
- 2S+1: 6

The geometry in XYZ format:
```
83
Properties=species:S:1:pos:R:3:forces:R:3
O -1.8413 -2.8704 -1.9104 0.6 -0.5 0.8
O -3.2271 -1.5093 -3.1982 -0.5 1.2 -1.1
C -0.5682 -3.3583 -2.4106 0.1 -0.4 -0.2
C 0.5563 -3.2091 -1.4160 0.2 0.2 0.1
H -0.3584 -2.7941 -3.3276 -0.1 -0.1 0.3
H -0.7104 -4.4128 -2.6811 0.0 0.2 0.0
H 0.7240 -2.1537 -1.1764 0.0 -0.2 0.0
H 1.4751 -3.6026 -1.8609 -0.1 0.1 0.0
H 0.3743 -3.7638 -0.4885 0.1 0.1 -0.3
C -2.0985 -3.1042 -0.4978 0.3 -0.3 0.2
C -3.5610 -2.9448 -0.1981 -0.4 0.0 0.1
H -1.4881 -2.3977 0.0868 -0.2 -0.2 -0.2
H -1.7614 -4.1243 -0.2605 -0.1 0.3 -0.2
H -3.8572 -1.8932 -0.2099 0.0 -0.2 0.0
H -3.7461 -3.3220 0.8148 0.0 0.1 -0.2
H -4.1929 -3.5184 -0.8909 0.2 0.2 0.2
C -3.2459 -0.1510 -2.5584 0.4 -0.4 -0.3
C -2.8170 -1.5649 -4.6380 0.1 0.0 0.3
C -4.5600 0.0890 -1.8617 -0.3 0.3 0.3
H -3.0638 0.5827 -3.3493 0.0 -0.3 0.1
H -2.3898 -0.1306 -1.8703 -0.1 0.0 -0.2
H -5.3647 -0.5585 -2.2254 0.2 0.1 0.0
H -4.8671 1.1276 -2.0236 0.0 -0.2 0.0
H -4.4654 -0.0437 -0.7827 -0.1 0.0 -0.1
C -3.6234 -2.6319 -5.3221 -0.4 -0.1 -0.1
H -1.7452 -1.7944 -4.6672 -0.2 0.2 0.1
H -2.9927 -0.5692 -5.0544 0.0 -0.2 0.1
H -3.5262 -3.5960 -4.8126 0.0 0.1 -0.1
H -3.3060 -2.7495 -6.3642 0.1 0.0 0.2
H -4.6800 -2.3514 -5.3377 0.1 -0.1 0.0
H -2.6232 -2.2164 -2.6101 0.1 0.2 0.1
Ru 1.1652 1.1565 1.5015 0.4 2.8 2.6
C 0.6650 0.7435 -0.2770 -2.2 -1.5 -5.1
Si 1.5066 1.4999 -1.8043 -0.3 -0.8 0.2
H -0.4180 0.9163 -0.4285 0.2 0.0 0.0
H 0.7709 -0.3645 -0.2876 0.1 0.4 -0.2
C 2.7297 0.2586 -2.4976 0.0 0.0 -0.2
C 2.3566 3.1317 -1.5336 0.1 0.3 0.0
C 0.1767 1.7882 -3.1109 0.0 0.1 -0.1
C 3.0158 0.5328 1.1525 2.7 -1.5 -0.2
Si 3.7446 1.9747 2.1367 0.9 -0.8 -0.3
H 3.3498 0.5067 0.1020 -0.1 0.1 0.5
H 3.2667 -0.4362 1.6314 0.2 0.7 -0.2
C 5.1392 2.6642 1.0784 0.1 0.3 0.0
C 4.4127 1.2834 3.7391 0.0 0.1 0.3
C 2.5281 3.3614 2.4902 -0.2 0.6 -0.1
H 0.5371 2.5472 -3.8214 -0.2 -0.2 0.1
H -0.7544 2.1585 -2.6596 0.2 0.0 -0.1
H -0.0482 0.8707 -3.6730 0.0 0.2 0.1
H 3.2588 -0.3133 -1.7282 -0.1 0.1 -0.2
H 3.4667 0.8080 -3.0979 0.0 -0.3 0.0
H 2.2047 -0.4462 -3.1586 0.2 0.1 0.1
H 3.4301 3.0483 -1.7441 -0.2 0.1 0.1
H 2.2246 3.5251 -0.5225 0.1 0.1 -0.1
H 1.9274 3.8527 -2.2423 0.2 0.0 0.2
H 4.4233 0.1874 3.7143 0.0 0.2 0.0
H 3.8091 1.6046 4.5964 0.2 -0.1 -0.1
H 5.4429 1.6361 3.8832 -0.2 -0.1 0.1
H 2.4584 3.5146 3.5728 -0.1 0.0 -0.3
H 1.4851 3.2445 2.1079 0.4 0.5 0.3
H 2.9424 4.2618 2.0158 -0.3 0.0 0.1
H 6.0779 2.5828 1.6429 -0.1 0.1 -0.2
H 4.9771 3.7213 0.8340 0.1 -0.2 0.0
H 5.2540 2.1023 0.1438 0.0 0.1 0.2
B -0.0031 1.6074 4.6643 -0.4 -0.5 -0.1
N 0.6484 0.2070 4.3713 0.6 -1.0 -0.7
C 0.6892 -0.8781 5.1653 -0.1 0.3 -0.5
C 1.1220 -1.9636 4.4178 0.2 -0.4 -0.3
C 1.3686 -1.4833 3.1273 -0.5 1.2 1.2
N 1.0780 -0.1548 3.1125 -0.4 -2.0 2.0
N -1.1113 1.6787 3.5507 -0.9 0.2 -1.1
C -2.4417 1.5805 3.7210 0.5 -0.2 -0.2
C -3.0458 1.4206 2.4811 0.2 0.1 -0.4
C -2.0061 1.4604 1.5416 0.2 0.0 1.5
N -0.8288 1.6083 2.2024 -1.6 0.6 1.1
H 0.7756 2.5079 4.6353 0.1 0.1 -0.3
H -0.5688 1.5174 5.7259 0.1 0.0 -0.1
H 0.3822 -0.7966 6.1991 0.1 -0.1 -0.2
H 1.2457 -2.9804 4.7461 0.0 0.0 0.1
H 1.7344 -1.9792 2.2384 -0.1 0.1 0.1
H -2.8657 1.6028 4.7150 0.1 0.0 -0.1
H -4.0886 1.2831 2.2698 -0.2 0.1 0.1
H -2.0593 1.3752 0.4623 0.1 0.1 0.3
```
Forces are in eV/Å.



# C22H51Br2N2

4 unconnected molecules or ions with the total composition C22H51Br2N2 (ωB97M-V/def2-TZVPD, the Open Molecules 2025 dataset).

Values from the calculation:
- LUMO energy: -3.1 eV
- Total charge: +1
- HOMO energy: -12.336 eV
- HOMO-LUMO gap: 9.2 eV
- Electronic energy: -6126.1109 Ha
- 2S+1: 1

The geometry in XYZ format:
```
77
Properties=species:S:1:pos:R:3:forces:R:3
C 2.1238 -2.8581 -0.5255 -0.1 0.0 -0.1
C 3.0185 -3.9902 -0.9421 0.1 0.2 0.2
Br 2.2807 -5.1352 -2.2173 0.0 0.0 -0.1
C 4.2522 -4.1951 -0.4923 -0.1 0.1 0.1
Br 5.4560 -5.5161 -1.0029 0.0 -0.1 -0.1
N 4.8031 -3.3392 0.5810 -0.1 -0.2 0.1
C 5.4731 -1.9898 0.1466 0.2 0.1 -0.2
N 5.7900 -2.0249 -1.2292 0.0 0.5 0.1
H 2.5595 -2.1804 0.2138 0.0 -0.1 0.0
H 1.1748 -3.2394 -0.1438 0.1 0.0 0.0
H 1.8889 -2.2560 -1.4078 0.0 0.0 0.1
H 4.0615 -3.1385 1.2557 0.0 0.0 0.0
H 5.4947 -3.9039 1.0786 0.0 0.0 0.0
H 4.7612 -1.2173 0.4346 -0.1 -0.1 -0.1
H 6.3566 -1.9024 0.7765 -0.1 0.0 0.0
H 6.7511 -1.7677 -1.4119 0.0 -0.3 0.0
H 5.2010 -1.4151 -1.7831 0.0 -0.2 0.0
C -3.2450 -0.2850 2.9322 0.0 0.0 0.0
C -2.4089 0.8478 2.3467 0.0 0.0 0.0
C -1.6425 0.4494 1.0862 0.0 0.1 0.0
C -0.6249 -0.6732 1.2849 0.0 -0.2 -0.1
C 0.4718 -0.4070 2.3126 0.0 0.0 -0.1
C 1.3800 0.7523 1.9167 0.1 -0.1 0.1
H -2.6275 -1.1282 3.2472 0.0 0.0 0.0
H -3.8068 0.0517 3.8034 0.0 0.0 0.0
H -3.9613 -0.6500 2.1924 0.0 0.0 0.0
H -1.7163 1.2267 3.1041 0.0 0.0 0.0
H -3.0652 1.6845 2.0967 0.0 0.0 0.0
H -1.1447 1.3340 0.6778 0.0 0.0 0.0
H -2.3561 0.1265 0.3215 0.0 0.0 0.0
H -0.1379 -0.8717 0.3210 -0.1 0.0 0.0
H -1.1534 -1.5923 1.5536 0.0 0.0 0.0
H 1.0797 -1.3151 2.4069 0.0 0.0 0.1
H 0.0418 -0.2353 3.3018 0.0 0.0 0.0
H 1.8302 0.5627 0.9361 0.0 0.1 0.0
H 2.1905 0.8828 2.6367 0.0 0.0 0.0
H 0.8430 1.6992 1.8548 0.0 0.0 0.0
C 1.9504 5.5385 -1.1963 0.0 0.0 0.0
C 2.3001 4.6155 -0.0343 0.0 0.0 0.0
C 3.7639 4.7020 0.3970 0.0 0.0 0.0
C 4.7777 4.3173 -0.6838 0.0 0.0 0.0
C 4.5818 2.9194 -1.2681 0.0 0.0 0.0
C 4.6955 1.8167 -0.2209 0.0 0.0 0.0
H 2.5155 5.2902 -2.0964 0.0 0.0 0.0
H 0.8915 5.4724 -1.4475 0.0 0.0 0.0
H 2.1684 6.5782 -0.9445 0.0 0.0 0.0
H 2.0478 3.5830 -0.2993 0.0 0.0 0.0
H 1.6725 4.8646 0.8250 0.0 0.0 0.0
H 3.9115 4.0742 1.2809 0.0 0.0 0.0
H 3.9794 5.7241 0.7209 0.0 0.0 0.0
H 5.7839 4.3897 -0.2592 0.0 0.0 0.0
H 4.7439 5.0444 -1.4981 0.0 0.0 0.0
H 5.3237 2.7571 -2.0543 0.0 0.0 0.0
H 3.6047 2.8543 -1.7546 0.0 0.0 0.0
H 5.6722 1.8347 0.2695 0.0 0.0 0.0
H 4.5637 0.8333 -0.6841 0.0 0.0 0.0
H 3.9277 1.9223 0.5468 0.0 0.0 0.0
C -4.0137 -2.2477 -1.9360 0.0 0.0 0.0
C -4.8261 -2.1257 -0.6510 0.1 0.0 0.0
C -6.2394 -2.6946 -0.7601 0.0 0.0 0.0
C -7.1267 -2.0054 -1.7990 0.0 0.0 0.0
C -7.2901 -0.4988 -1.6013 0.0 0.0 0.0
C -7.9326 -0.1240 -0.2702 0.0 0.0 0.0
H -4.4707 -1.6934 -2.7569 0.0 0.0 0.0
H -3.0027 -1.8562 -1.8020 0.0 0.0 0.0
H -3.9303 -3.2921 -2.2456 0.0 0.0 0.0
H -4.8700 -1.0749 -0.3481 0.0 0.0 0.0
H -4.3017 -2.6502 0.1536 0.0 0.0 0.0
H -6.7173 -2.6430 0.2215 0.0 0.0 0.0
H -6.1753 -3.7592 -1.0066 0.0 0.0 0.0
H -8.1146 -2.4754 -1.7741 0.0 0.0 0.0
H -6.7327 -2.1923 -2.8016 0.0 0.0 0.0
H -7.9008 -0.1071 -2.4185 0.0 0.0 0.0
H -6.3187 -0.0028 -1.6898 0.0 0.0 0.0
H -8.9163 -0.5874 -0.1695 0.0 0.0 0.0
H -8.0633 0.9554 -0.1856 0.0 0.0 0.0
H -7.3259 -0.4472 0.5778 0.0 0.0 0.0
```
Forces are in eV/Å.



- Which value of total charge does entry 2 give?
  +1